{
  "formula": "C4H10NO3PPt",
  "method": "ωB97M-V with the def2-TZVPD basis set",
  "total_charge": 2,
  "gap_ev": 4.792,
  "total_energy_ev": -24449.148,
  "e_lumo_ev": -13.6008,
  "largest_force_ev_per_a": 3.81,
  "symbols": ["C", "C", "C", "O", "C", "P", "O", "N", "O", "H", "H", "H", "H", "H", "H", "H", "H", "H", "H", "Pt"],
  "coordinates": [[2.061, 1.568, -0.072], [2.462, 0.063, -0.251], [1.355, -0.940, 0.134], [0.030, -0.394, -0.109], [-0.993, -1.220, 0.302], [-2.344, -0.912, -1.017], [-3.861, -0.754, -0.315], [-3.733, 0.178, 0.750], [-4.143, 1.231, 0.401], [1.034, 1.731, 0.309], [2.759, 2.084, 0.599], [2.137, 2.054, -1.056], [3.336, -0.124, 0.389], [2.788, -0.086, -1.289], [1.466, -1.820, -0.535], [1.451, -1.346, 1.157], [-0.744, -2.293, 0.389], [-1.375, -0.864, 1.297], [-1.962, 0.341, -1.653], [-1.725, 1.501, 0.571]],
  "lowdin_charge": [-0.06, -0.17, -0.14, -0.28, -0.35, 1.30, -0.29, -0.09, 0.10, 0.03, 0.09, 0.09, 0.13, 0.12, 0.15, 0.15, 0.14, 0.13, 0.06, 0.89]
}

{
  "formula": "C4H10NOP",
  "method": "ωB97M-V with the def2-TZVPD basis set",
  "smiles": "CC(C)(C)/N=P/O",
  "total_charge": 0,
  "gap_ev": 9.433,
  "relative_energy_kj_mol": 84.6,
  "total_energy_ev": -17136.091,
  "e_lumo_ev": 0.2610,
  "largest_force_ev_per_a": 3.32,
  "symbols": ["C", "C", "C", "C", "N", "O", "P", "H", "H", "H", "H", "H", "H", "H", "H", "H", "H"],
  "coordinates": [[-1.072, -0.624, -0.287], [0.216, 1.424, -0.330], [1.502, -0.634, -0.469], [0.238, 0.002, 0.161], [0.267, -0.025, 1.569], [0.310, -0.082, 3.927], [0.205, -1.107, 2.692], [-1.142, -0.479, -1.369], [-1.176, -1.667, -0.122], [-1.877, -0.131, 0.228], [0.019, 2.129, 0.514], [-0.362, 1.603, -1.220], [1.256, 1.607, -0.731], [2.311, -0.324, 0.058], [1.638, -1.683, -0.478], [1.541, -0.218, -1.502], [0.648, 0.731, 3.584]],
  "lowdin_charge": [-0.07, -0.07, -0.05, -0.75, -0.23, -0.36, 0.85, 0.08, 0.06, 0.08, 0.09, 0.07, 0.08, 0.04, 0.07, 0.10, 0.01]
}

{
  "formula": "C4H10NOS",
  "method": "ωB97M-V with the def2-TZVPD basis set",
  "smiles": "C[C@H](CS)NC[O-]",
  "total_charge": -1,
  "gap_ev": 5.710,
  "relative_energy_kj_mol": 257.5,
  "total_energy_ev": -18682.427,
  "e_lumo_ev": 3.0694,
  "largest_force_ev_per_a": 1.32,
  "symbols": ["C", "C", "C", "S", "N", "C", "O", "H", "H", "H", "H", "H", "H", "H", "H", "H", "H"],
  "coordinates": [[1.383, -0.303, 0.040], [-0.089, -0.041, 0.379], [-0.989, -0.690, -0.722], [-1.056, -2.546, -0.750], [-0.492, 1.391, 0.374], [0.630, 2.431, 0.269], [1.285, 2.604, 1.406], [2.084, 0.042, 0.799], [1.614, -1.365, -0.071], [1.619, 0.173, -0.913], [-0.287, -0.585, 1.313], [-1.996, -0.343, -0.524], [-0.582, -0.331, -1.661], [0.244, -2.669, -0.977], [-0.825, 1.455, 1.327], [1.311, 2.085, -0.548], [0.065, 3.274, -0.209]],
  "lowdin_charge": [-0.11, -0.47, -0.52, 0.62, -0.04, -0.57, -0.33, 0.07, 0.04, 0.06, 0.12, 0.05, 0.06, -0.20, 0.08, 0.06, 0.07]
}

{
  "formula": "C4H10NOS",
  "method": "ωB97M-V with the def2-TZVPD basis set",
  "s_squared": 0.754,
  "total_charge": 0,
  "gap_ev": [4.840, 8.167],
  "relative_energy_kj_mol": 77.5,
  "spin_multiplicity": 2,
  "total_energy_ev": -18679.846,
  "e_lumo_ev": [0.2274, 0.1674],
  "largest_force_ev_per_a": 1.16,
  "symbols": ["O", "C", "C", "C", "C", "S", "N", "H", "H", "H", "H", "H", "H", "H", "H", "H", "H"],
  "coordinates": [[2.080, 0.549, 1.365], [1.027, 1.058, 0.809], [-0.203, 0.203, 0.743], [-0.397, -0.742, -0.473], [-0.111, -0.039, -1.780], [-1.169, 1.401, -1.973], [0.012, -0.710, 1.952], [1.024, 1.958, 0.212], [-1.114, 0.777, 0.947], [-1.418, -1.136, -0.480], [0.301, -1.576, -0.375], [0.943, 0.245, -1.760], [-0.260, -0.773, -2.577], [-0.959, 1.571, -3.265], [-0.880, -1.071, 2.286], [0.598, -1.498, 1.683], [0.526, -0.217, 2.685]],
  "lowdin_charge": [-0.20, -0.38, -0.34, -0.26, -0.58, 0.73, 0.17, 0.07, 0.13, 0.11, 0.11, 0.08, 0.08, -0.16, 0.16, 0.14, 0.15]
}

{
  "formula": "C4H10NOS",
  "method": "ωB97M-V with the def2-TZVPD basis set",
  "total_charge": 1,
  "gap_ev": [9.274, 6.408],
  "relative_energy_kj_mol": 400.4,
  "total_energy_ev": -18672.957,
  "e_lumo_ev": [-3.8236, -5.7713],
  "largest_force_ev_per_a": 1.07,
  "symbols": ["C", "C", "C", "C", "N", "O", "S", "H", "H", "H", "H", "H", "H", "H", "H", "H", "H"],
  "coordinates": [[0.496, 1.011, 0.085], [1.484, 0.971, -1.071], [-0.996, -0.884, -0.538], [-0.753, -0.246, 1.772], [-0.101, -0.328, 0.434], [-0.635, -2.100, -0.961], [0.698, 0.988, -2.708], [0.997, 1.376, 0.986], [-0.329, 1.682, -0.162], [2.089, 1.879, -1.025], [2.152, 0.111, -1.025], [-1.811, -0.312, -0.937], [0.004, -0.169, 2.553], [-1.404, 0.625, 1.809], [-1.351, -1.138, 1.947], [0.666, -1.014, 0.500], [-1.206, -2.453, -1.656]],
  "lowdin_charge": [-0.19, -0.58, -0.18, 0.03, -0.13, 0.09, 0.69, 0.14, 0.13, 0.08, 0.08, 0.15, 0.12, 0.12, 0.12, 0.20, 0.15]
}

{
  "formula": "C4H10NOS2",
  "method": "ωB97M-V with the def2-TZVPD basis set",
  "total_charge": -1,
  "gap_ev": 4.248,
  "relative_energy_kj_mol": 33.8,
  "total_energy_ev": -29517.790,
  "e_lumo_ev": 2.1385,
  "largest_force_ev_per_a": 1.27,
  "symbols": ["N", "C", "C", "O", "C", "S", "S", "C", "H", "H", "H", "H", "H", "H", "H", "H", "H", "H"],
  "coordinates": [[-1.681, 0.347, -1.766], [-1.822, -0.968, -2.195], [-0.693, -7.363, 3.300], [-1.269, -7.838, 2.357], [-2.756, -1.494, -2.981], [1.373, 4.645, 0.430], [1.264, 2.759, -0.310], [2.474, 1.716, 0.571], [-0.783, 0.487, -1.326], [-1.800, 1.065, -2.476], [-1.119, -1.673, -1.786], [-1.278, -6.763, 4.012], [0.375, -7.572, 3.426], [-3.550, -0.913, -3.459], [-2.925, -2.566, -3.083], [3.507, 1.910, 0.319], [2.207, 0.703, 0.247], [2.307, 1.835, 1.651]],
  "lowdin_charge": [0.05, -0.32, -0.14, -0.02, -0.06, -0.38, -0.02, -0.56, 0.05, 0.09, 0.09, 0.08, 0.08, 0.04, 0.03, 0.00, -0.01, 0.01]
}

{
  "formula": "C4H10NOS2",
  "method": "ωB97M-V with the def2-TZVPD basis set",
  "total_charge": -1,
  "gap_ev": [6.549, 6.548],
  "relative_energy_kj_mol": 415.5,
  "total_energy_ev": -29513.834,
  "e_lumo_ev": [3.3956, 3.3957],
  "largest_force_ev_per_a": 5.20,
  "symbols": ["C", "C", "C", "C", "N", "O", "S", "S", "H", "H", "H", "H", "H", "H", "H", "H", "H", "H"],
  "coordinates": [[-0.933, 1.734, -0.296], [-1.320, 0.247, 0.005], [-0.771, -0.148, 1.344], [0.658, -0.663, 1.557], [1.698, -0.622, -0.259], [2.073, 0.602, -0.238], [-0.631, -1.909, 1.669], [0.526, -1.926, -2.421], [-1.079, 1.796, -1.411], [0.223, 1.822, 0.022], [-1.444, 2.439, 0.397], [-0.934, -0.354, -0.760], [-2.416, 0.205, 0.010], [-1.234, 0.433, 2.060], [1.170, -0.296, 2.557], [2.526, -1.198, 0.147], [1.197, -1.278, -1.295], [0.690, -0.886, -3.089]],
  "lowdin_charge": [-0.12, -0.31, -0.67, -0.45, -0.21, -0.31, 0.71, 0.34, 0.07, 0.09, 0.05, 0.01, 0.10, 0.06, 0.09, 0.10, -0.24, -0.34]
}

{
  "formula": "C4H10NOS2",
  "method": "ωB97M-V with the def2-TZVPD basis set",
  "total_charge": -1,
  "gap_ev": 4.219,
  "relative_energy_kj_mol": 71.6,
  "total_energy_ev": -29517.398,
  "e_lumo_ev": 2.2098,
  "largest_force_ev_per_a": 1.99,
  "symbols": ["N", "C", "C", "O", "C", "S", "S", "C", "H", "H", "H", "H", "H", "H", "H", "H", "H", "H"],
  "coordinates": [[-1.283, -0.446, -1.618], [-2.262, 0.306, -1.049], [3.391, 4.922, 2.831], [2.248, 5.240, 2.593], [-2.623, 1.561, -1.343], [0.162, -5.502, -1.777], [-0.761, -4.412, -0.366], [0.707, -3.665, 0.409], [-1.323, -1.453, -1.692], [-0.779, -0.089, -2.419], [-2.700, -0.135, -0.152], [4.221, 5.300, 2.205], [3.457, 4.264, 3.693], [-2.191, 2.217, -2.092], [-3.333, 2.153, -0.780], [1.683, -3.961, 0.039], [0.633, -3.675, 1.492], [0.752, -2.625, 0.025]],
  "lowdin_charge": [0.05, -0.33, -0.13, -0.02, -0.06, -0.37, 0.00, -0.58, 0.07, 0.09, 0.11, 0.08, 0.07, 0.03, 0.02, -0.01, 0.00, 0.00]
}